1.
ORCA calculation (ωB97M-V with the def2-TZVPD basis set) on a molecular structure, C28H52GaP2 in a non-equilibrium geometry.

For the strongest force on any atom, the calculation gives 4.0 eV/Å. The calculation puts the frontier orbital gap (spin up / spin down) at 6.03 / 5.96 eV.

```
! wB97M-V def2-TZVPD RIJCOSX def2/J DEFGRID3
* xyz 1 1
Ga -0.93 1.11 -0.54
C -0.29 -2.65 2.53
C 1.08 -2.81 2.18
C 0.95 -1.30 3.91
C -0.37 -1.72 3.60
C 1.84 -1.97 3.04
C -1.43 -3.40 1.96
H -1.21 -3.77 0.95
H -2.33 -2.77 1.90
H -1.69 -4.28 2.58
C -1.59 -1.31 4.31
H -2.43 -1.95 4.02
H -1.87 -0.27 4.10
H -1.45 -1.40 5.40
C 1.32 -0.36 4.99
H 1.02 -0.74 5.98
H 0.84 0.62 4.86
H 2.40 -0.20 5.01
C 3.32 -1.86 3.07
H 3.74 -2.31 3.98
H 3.63 -0.80 3.05
H 3.77 -2.36 2.21
C 1.63 -3.76 1.19
H 1.95 -4.70 1.67
H 2.50 -3.34 0.68
H 0.88 -4.02 0.44
C -1.66 0.89 -3.97
C -1.90 -0.51 -3.72
C -1.01 -1.55 -4.55
C 0.45 -1.25 -4.79
C 1.12 -0.43 -3.73
C 1.42 0.86 -3.95
C 0.61 1.83 -4.78
C -0.85 1.36 -5.10
H -1.52 -1.55 -5.52
H 0.56 -0.77 -5.77
H -1.12 -2.55 -4.11
H -0.84 0.64 -5.93
H -2.42 1.62 -3.61
H -2.93 -0.91 -3.94
H -1.35 2.25 -5.51
H 0.58 2.79 -4.25
H 2.42 1.22 -3.66
H 1.13 2.03 -5.75
H 1.00 -2.19 -4.91
H 1.65 -0.97 -2.95
P -1.94 -0.58 -1.94
P 1.96 1.34 -0.08
C -0.02 2.19 -1.75
C 1.43 2.57 -1.43
H -0.70 3.00 -2.08
H -0.07 1.37 -2.47
H 2.10 2.48 -2.29
H 1.48 3.62 -1.12
C 3.05 2.39 0.90
H 3.57 1.79 1.66
H 2.42 3.13 1.42
H 3.79 2.92 0.27
C 2.92 -0.12 -0.64
H 3.74 0.08 -1.36
H 2.26 -0.90 -1.09
H 3.37 -0.62 0.24
C -3.55 0.23 -1.34
H -3.92 -0.44 -0.56
H -4.31 0.46 -2.09
H -3.24 1.17 -0.85
C -0.80 -1.91 -1.52
H -0.35 -1.66 -0.58
H -0.01 -2.05 -2.24
H -1.41 -2.79 -1.43
C -1.51 2.41 4.07
C -1.85 2.00 2.61
C -2.72 3.14 2.06
C -0.67 1.72 1.63
H -0.92 3.35 4.09
H -0.97 1.65 4.64
H -2.45 2.62 4.63
H -2.45 1.08 2.66
H -2.15 4.10 2.08
H -3.02 2.94 1.01
H -3.62 3.25 2.68
H -0.07 2.67 1.56
H -0.02 0.92 2.06
*
```

***

2.
ORCA calculation (ωB97M-V with the def2-TZVPD basis set) on a molecular structure, C28H52N2O2RuSi2 in a non-equilibrium geometry.

For the strongest force on any atom, the calculation gives 3.7 eV/Å. The calculation puts the frontier orbital gap (spin up / spin down) at 6.51 / 5.49 eV. The relative energy (zero: lowest compared OMol25 entry of this formula, charge and spin) comes out at 0.0 kcal per mole.

```
! wB97M-V def2-TZVPD RIJCOSX def2/J DEFGRID3
* xyz 1 6
O -1.78 -1.87 -1.32
O 1.03 2.00 -5.44
C -0.79 -2.80 -1.79
C -1.00 -4.20 -1.25
H 0.20 -2.40 -1.52
H -0.80 -2.88 -2.89
H -0.95 -4.26 -0.16
H -0.20 -4.82 -1.66
H -1.95 -4.62 -1.59
C -2.22 -0.92 -2.31
C -1.68 -1.00 -3.73
H -2.00 0.08 -1.92
H -3.32 -1.00 -2.34
H -0.60 -0.80 -3.78
H -2.17 -0.21 -4.33
H -1.91 -1.96 -4.21
C 0.60 2.87 -4.42
C 2.35 1.55 -5.20
C -0.89 3.16 -4.50
H 1.16 3.82 -4.47
H 0.79 2.43 -3.42
H -1.20 3.43 -5.51
H -1.12 3.98 -3.82
H -1.48 2.30 -4.18
C 2.88 0.72 -6.35
H 2.35 0.92 -4.29
H 3.03 2.40 -5.01
H 2.27 -0.17 -6.52
H 3.89 0.39 -6.09
H 2.94 1.31 -7.27
H 1.61 1.77 -0.45
Ru -1.38 -1.06 1.54
C 2.32 1.17 -0.97
Si 3.82 1.11 0.18
H 1.94 0.15 -1.16
H 2.46 1.65 -1.96
C 5.05 -0.14 -0.48
C 3.32 0.67 1.94
C 4.45 2.88 0.02
C -3.05 -2.11 1.48
Si -3.63 -0.28 1.31
H -3.36 -2.69 2.38
H -3.20 -2.78 0.60
C -5.00 -0.35 0.02
C -2.17 0.88 0.61
C -4.21 0.44 2.94
H 4.08 3.33 -0.91
H 5.55 2.92 0.00
H 4.09 3.50 0.86
H 4.80 -1.16 -0.13
H 6.07 0.09 -0.16
H 5.03 -0.16 -1.58
H 2.84 -0.32 2.00
H 2.61 1.39 2.37
H 4.19 0.63 2.61
H -2.54 1.08 -0.40
H -1.07 0.65 0.43
H -2.16 1.79 1.22
H -5.26 0.77 2.87
H -3.60 1.31 3.23
H -4.14 -0.30 3.74
H -5.87 0.26 0.32
H -5.35 -1.39 -0.07
H -4.66 -0.01 -0.96
C -1.16 3.39 5.28
C -0.89 3.36 3.90
C -0.62 2.15 3.26
C -0.73 0.94 3.99
C -0.90 0.98 5.39
C -1.13 2.20 6.02
N -0.69 -0.35 3.36
N -0.25 -1.27 4.23
C 0.22 -2.37 3.58
C 0.81 -3.48 4.24
C 1.39 -4.48 3.47
C 1.41 -4.37 2.07
C 0.79 -3.30 1.41
C 0.12 -2.36 2.17
H -1.38 4.34 5.77
H -0.87 4.29 3.33
H -0.30 2.09 2.23
H -0.84 0.04 5.93
H -1.28 2.22 7.10
H 0.76 -3.48 5.33
H 1.83 -5.34 3.96
H 1.90 -5.15 1.48
H 0.79 -3.16 0.33
*
```

***

3.
ORCA calculation (ωB97M-V with the def2-TZVPD basis set) on a molecular structure, C28H52OP2Pm in a non-equilibrium geometry.

For the strongest force on any atom, the calculation gives 4.6 eV/Å. The calculation puts the frontier orbital gap (spin up / spin down) at 6.39 / 6.49 eV. The relative energy (zero: lowest compared OMol25 entry of this formula, charge and spin) comes out at 0.0 kcal per mole.

```
! wB97M-V def2-TZVPD RIJCOSX def2/J DEFGRID3
* xyz 1 5
Pm 0.84 -0.04 -1.62
C 2.85 -0.67 0.81
C 1.80 -1.62 0.84
C 2.82 -1.81 -1.23
C 3.51 -0.83 -0.44
C 1.75 -2.32 -0.43
C 3.23 0.22 1.94
H 2.91 -0.19 2.92
H 2.69 1.17 1.81
H 4.31 0.43 2.00
C 4.75 -0.14 -0.83
H 5.44 0.06 0.02
H 4.51 0.85 -1.26
H 5.34 -0.66 -1.61
C 3.13 -2.18 -2.66
H 4.20 -2.09 -2.89
H 2.60 -1.54 -3.39
H 2.87 -3.22 -2.85
C 1.00 -3.59 -0.60
H 1.52 -4.44 -0.13
H 0.86 -3.87 -1.65
H 0.01 -3.56 -0.12
C 1.30 -2.09 2.17
H 2.15 -2.44 2.80
H 0.57 -2.91 2.14
H 0.89 -1.24 2.75
C -0.93 1.73 3.12
C -0.92 1.34 4.41
C -1.16 -0.13 4.59
C -2.66 -0.40 4.50
C -3.10 -1.29 3.37
C -2.55 -1.35 2.14
C -1.50 -0.33 1.71
C -1.87 1.10 2.13
H -0.62 -0.59 5.46
H -3.22 0.54 4.39
H -0.68 -0.59 3.73
H -2.91 1.16 2.53
H -0.30 2.52 2.70
H -0.88 1.97 5.31
H -1.84 1.73 1.22
H -0.52 -0.58 2.13
H -2.61 -2.26 1.53
H -1.26 -0.33 0.62
H -2.90 -0.87 5.45
H -4.07 -1.81 3.57
P -2.51 0.84 -1.43
P -1.28 -1.43 -2.80
C -3.64 0.15 -2.78
C -2.74 -0.62 -3.74
H -4.16 0.99 -3.27
H -4.43 -0.48 -2.34
H -3.32 -1.34 -4.34
H -2.25 0.08 -4.44
C -0.91 -2.53 -4.24
H -0.17 -3.29 -3.94
H -0.50 -1.89 -5.03
H -1.80 -3.04 -4.65
C -2.30 -2.64 -1.77
H -3.23 -2.94 -2.27
H -2.57 -2.23 -0.78
H -1.69 -3.54 -1.62
C -2.58 2.63 -1.85
H -1.65 3.05 -1.45
H -3.44 3.14 -1.39
H -2.61 2.74 -2.95
C -3.83 0.76 -0.12
H -4.81 0.52 -0.58
H -3.90 1.68 0.47
H -3.54 -0.06 0.55
C 1.57 3.49 0.76
C 2.19 2.99 -0.54
C 1.81 3.82 -1.77
C 3.69 2.92 -0.31
O 1.69 1.68 -0.82
H 2.10 4.38 1.10
H 1.66 2.73 1.54
H 0.51 3.76 0.65
H 2.38 4.77 -1.80
H 2.02 3.26 -2.70
H 0.72 4.07 -1.74
H 3.92 2.13 0.41
H 4.22 2.72 -1.23
H 4.06 3.87 0.10
*
```

***

4.
ORCA calculation (ωB97M-V with the def2-TZVPD basis set) on a molecular structure, C28H52P2Pb in a non-equilibrium geometry.

For the strongest force on any atom, the calculation gives 5.3 eV/Å. The calculation puts the frontier orbital gap (spin up / spin down) at 3.26 / 3.20 eV. The relative energy (zero: lowest compared OMol25 entry of this formula, charge and spin) comes out at 145.1 kcal per mole.

```
! wB97M-V def2-TZVPD RIJCOSX def2/J DEFGRID3
* xyz 2 1
Pb 1.04 2.94 0.13
C -4.19 0.02 1.78
C -4.30 0.66 0.51
C -4.75 -1.58 0.22
C -4.48 -1.36 1.60
C -4.61 -0.33 -0.46
C -3.83 0.65 3.06
H -3.78 1.74 2.96
H -2.85 0.31 3.42
H -4.56 0.41 3.84
C -4.53 -2.36 2.68
H -4.85 -1.91 3.62
H -3.55 -2.82 2.85
H -5.24 -3.17 2.43
C -5.08 -2.87 -0.41
H -5.71 -3.48 0.25
H -4.18 -3.48 -0.65
H -5.62 -2.71 -1.35
C -4.84 -0.12 -1.90
H -5.91 -0.19 -2.16
H -4.31 -0.87 -2.50
H -4.49 0.87 -2.20
C -4.18 2.11 0.24
H -5.18 2.58 0.18
H -3.67 2.30 -0.71
H -3.63 2.61 1.04
C 3.83 2.34 0.48
C 3.03 3.20 1.22
C 2.79 4.69 0.91
C 2.52 5.05 -0.58
C 1.91 4.03 -1.53
C 2.39 2.79 -2.01
C 3.85 2.47 -2.02
C 4.60 2.75 -0.72
H 3.67 5.25 1.26
H 3.45 5.38 -1.04
H 1.92 5.00 1.53
H 4.89 3.81 -0.72
H 4.20 1.44 1.00
H 2.99 2.97 2.30
H 5.53 2.17 -0.75
H 3.97 1.41 -2.30
H 1.86 2.36 -2.90
H 4.33 3.02 -2.85
H 1.80 5.89 -0.54
H 1.01 4.42 -2.08
P 2.47 -1.08 1.30
P 0.85 -1.26 -2.56
C 3.08 -0.61 -0.48
C 2.60 -1.29 -1.82
H 4.15 -0.89 -0.38
H 3.03 0.48 -0.57
H 3.23 -0.89 -2.64
H 2.79 -2.36 -1.71
C 0.97 -2.44 -3.98
H -0.06 -2.59 -4.36
H 1.38 -3.41 -3.65
H 1.59 -1.98 -4.77
C 0.67 0.17 -3.66
H 1.54 0.23 -4.33
H 0.55 1.08 -3.08
H -0.23 0.03 -4.29
C 4.03 -1.19 2.32
H 3.73 -1.12 3.38
H 4.77 -0.41 2.07
H 4.45 -2.20 2.15
C 1.91 0.40 2.32
H 0.99 0.13 2.87
H 1.66 1.27 1.70
H 2.64 0.68 3.11
C -1.77 -3.65 1.04
C -0.50 -2.81 1.27
C 0.66 -3.68 1.78
C -0.16 -2.09 0.03
H -1.64 -4.35 0.21
H -2.63 -3.01 0.79
H -2.05 -4.22 1.94
H -0.74 -2.06 2.05
H 1.00 -4.35 0.98
H 1.49 -3.03 2.08
H 0.35 -4.27 2.65
H 0.85 -2.13 -0.41
H -0.96 -1.53 -0.46
*
```

***

5.
ORCA calculation (ωB97M-V with the def2-TZVPD basis set) on a molecular structure, C28H53AgN4OP2S in a non-equilibrium geometry.

For the strongest force on any atom, the calculation gives 2.4 eV/Å. The calculation puts the frontier orbital gap at 5.77 eV. The relative energy (zero: lowest compared OMol25 entry of this formula, charge and spin) comes out at 0.0 kcal per mole.

```
! wB97M-V def2-TZVPD RIJCOSX def2/J DEFGRID3
* xyz 0 1
Ag -0.14 -0.02 0.83
C -1.12 1.62 4.19
P -0.74 0.10 3.28
C 0.60 -0.68 4.26
C -2.21 -0.92 3.76
C -2.49 -2.04 2.78
P -1.98 -1.52 1.10
C -3.59 -0.99 0.30
C -1.63 -3.13 0.25
H -0.33 2.35 3.94
H -1.06 1.41 5.25
H -2.13 2.02 3.99
H 0.32 -0.97 5.27
H 1.42 0.05 4.35
H 0.98 -1.56 3.71
H -3.10 -0.28 3.91
H -2.06 -1.34 4.77
H -3.53 -2.33 2.73
H -1.88 -2.96 2.93
H -3.95 -1.88 -0.27
H -3.32 -0.20 -0.40
H -4.28 -0.60 1.07
H -2.41 -3.86 0.44
H -0.62 -3.48 0.55
H -1.52 -2.95 -0.83
C 2.23 -1.82 -3.58
C 1.34 -1.32 -4.79
C 0.33 -0.24 -4.44
S -1.04 -0.87 -3.36
O -1.04 0.04 -2.11
C -2.63 -0.50 -4.30
C -3.37 0.82 -3.96
C -2.87 2.05 -4.72
H 3.25 -1.87 -3.99
H 1.99 -2.85 -3.29
H 2.15 -1.18 -2.71
H 0.87 -2.19 -5.23
H 2.03 -0.92 -5.59
H -0.17 0.16 -5.32
H 0.80 0.57 -3.88
H -3.19 -1.40 -4.06
H -2.36 -0.50 -5.33
H -3.32 0.98 -2.87
H -4.44 0.69 -4.19
H -1.83 2.22 -4.46
H -3.46 2.92 -4.34
H -3.06 1.96 -5.80
N -5.48 3.57 -0.10
C -4.21 3.91 0.30
C -3.16 2.95 0.22
N -1.88 3.26 0.49
C -1.70 4.51 0.95
C -2.73 5.41 1.09
N -3.97 5.13 0.76
H -5.77 2.61 -0.27
H -6.23 4.22 0.11
H -3.40 1.99 -0.24
H -0.67 4.76 1.18
H -2.51 6.39 1.51
C 1.91 -4.62 1.55
C 2.64 -3.31 1.43
C 4.01 -3.24 1.71
C 4.79 -2.10 1.47
C 6.27 -2.10 1.82
C 4.16 -0.95 1.02
C 2.76 -0.97 0.73
C 2.05 -2.17 0.97
N 2.00 0.08 0.33
C 2.51 1.45 0.04
C 3.52 1.44 -1.11
C 1.26 2.24 -0.39
C 3.11 2.08 1.28
H 2.59 -5.32 2.03
H 1.64 -5.06 0.60
H 1.01 -4.52 2.13
H 4.56 -4.11 2.13
H 6.59 -3.15 1.90
H 6.43 -1.66 2.78
H 6.83 -1.51 1.11
H 4.73 -0.05 0.81
H 0.99 -2.16 0.75
H 3.01 1.34 -2.07
H 4.24 0.62 -1.07
H 4.12 2.36 -1.16
H 0.72 1.82 -1.26
H 1.58 3.25 -0.59
H 0.52 2.23 0.42
H 3.95 1.51 1.74
H 2.32 2.21 2.04
H 3.46 3.08 1.03
*
```